(1)
C32H68O30S9 | ωB97M-V/def2-TZVPD

Structure (XYZ):
```
139
Properties=species:S:1:pos:R:3
C 7.246 6.218 -2.601
C 8.506 5.308 -2.427
C 7.998 3.883 -2.701
S 6.139 3.793 -2.465
O 5.850 2.834 -1.436
O 5.477 3.815 -3.787
C 6.178 5.485 -1.799
H 7.023 6.363 -3.658
H 7.572 7.161 -2.162
H 8.698 5.419 -1.359
H 9.376 5.690 -2.961
H 8.494 3.198 -2.013
H 8.179 3.452 -3.685
H 6.363 5.468 -0.724
H 5.125 5.688 -1.997
C -1.416 1.953 8.613
C -2.965 2.174 8.691
C -3.424 2.994 7.502
S -2.013 4.126 7.210
O -2.234 5.482 7.760
O -1.486 3.856 5.828
C -0.842 3.346 8.372
H -1.295 1.303 7.746
H -0.970 1.415 9.450
H -3.134 2.796 9.570
H -3.521 1.258 8.889
H -4.409 3.460 7.504
H -3.333 2.265 6.697
H -0.977 3.857 9.325
H 0.144 3.514 7.939
C -7.330 -0.578 3.825
C -6.820 -0.390 2.292
C -5.336 -0.533 2.240
S -5.012 -1.848 3.446
O -3.758 -1.524 4.142
O -5.198 -3.159 2.826
C -6.441 -1.581 4.525
H -8.393 -0.797 3.923
H -7.167 0.423 4.226
H -7.145 0.551 1.850
H -7.148 -1.229 1.678
H -4.791 0.308 2.668
H -4.944 -0.801 1.259
H -6.106 -1.143 5.466
H -6.795 -2.569 4.817
C -1.407 4.170 -4.731
C -1.276 2.799 -5.370
C -2.675 2.174 -5.505
S -3.786 3.648 -5.871
O -4.907 3.611 -4.955
O -4.030 3.648 -7.347
C -2.455 4.918 -5.509
H -0.475 4.733 -4.760
H -1.657 4.055 -3.676
H -0.641 2.061 -4.880
H -0.668 2.945 -6.264
H -3.131 1.757 -4.607
H -2.804 1.609 -6.428
H -2.883 5.837 -5.108
H -2.176 5.200 -6.525
C 0.505 -5.849 -6.482
C 0.512 -6.105 -5.019
C 0.777 -7.634 -4.893
S -0.187 -8.430 -6.260
O -1.497 -8.834 -5.714
O 0.667 -9.336 -7.057
C -0.412 -6.784 -7.157
H 1.518 -5.835 -6.883
H 0.126 -4.840 -6.646
H -0.485 -5.846 -4.663
H 1.261 -5.525 -4.480
H 0.428 -8.191 -4.024
H 1.810 -7.905 -5.113
H -1.446 -6.629 -6.850
H -0.467 -7.062 -8.210
C 1.247 -0.086 1.744
C 0.719 1.139 1.018
O -0.237 0.686 0.154
S 0.267 -0.764 -0.500
O 1.505 -0.574 -1.327
O -0.887 -1.569 -0.938
O 0.713 -1.169 1.018
H 0.993 -0.198 2.798
H 2.319 -0.026 1.555
H 1.560 1.467 0.406
H 0.428 2.005 1.611
C 8.512 5.186 4.856
C 7.835 5.774 6.068
O 6.673 4.949 6.201
S 6.025 4.546 4.702
O 5.035 5.557 4.344
O 5.814 3.070 4.557
O 7.413 4.929 3.927
H 9.100 4.301 5.100
H 9.129 5.943 4.372
H 7.763 6.862 6.069
H 8.409 5.526 6.961
C -0.457 -6.704 0.895
C -1.150 -7.864 1.635
O -0.235 -8.540 2.431
S 1.291 -8.035 2.204
O 2.117 -9.220 1.869
O 1.798 -7.140 3.270
O 0.871 -7.281 0.833
H -0.532 -5.823 1.533
H -0.843 -6.768 -0.122
H -1.524 -8.561 0.884
H -1.826 -7.336 2.307
C -6.876 -5.917 -3.653
C -6.338 -5.242 -2.431
O -6.372 -3.923 -2.810
S -6.224 -3.592 -4.400
O -4.794 -3.493 -4.815
O -7.185 -2.565 -4.859
O -6.812 -5.124 -4.802
H -7.790 -6.491 -3.500
H -6.262 -6.798 -3.837
H -5.270 -5.388 -2.272
H -6.922 -5.180 -1.512
C 7.370 -2.701 -1.583
C 7.757 -2.233 -2.987
O 9.105 -1.896 -3.216
O 8.180 -3.759 -1.248
H 6.310 -2.956 -1.583
H 7.405 -1.828 -0.932
H 7.166 -1.321 -3.084
H 7.411 -2.970 -3.712
H 9.582 -2.657 -3.555
H 9.037 -3.429 -0.968
C -5.578 5.920 1.861
C -4.695 5.255 0.753
O -3.328 5.319 1.032
O -5.444 5.135 2.983
H -6.588 5.780 1.476
H -5.297 6.948 2.092
H -4.960 5.741 -0.186
H -5.004 4.219 0.613
H -3.252 5.078 1.959
H -6.276 4.723 3.227
```

Properties
LUMO = -0.10 eV
SMILES string = O=S1(=O)CCCC1.O=S1(=O)CCCC1.O=S1(=O)CCCC1.O=S1(=O)CCCC1.O=S1(=O)CCCC1.O=S1(=O)OCCO1.O=S1(=O)OCCO1.O=S1(=O)OCCO1.O=S1(=O)OCCO1.OCCO.OCCO
Charge = 0
Total energy = -193215.09498 eV
Orbital gap = 9.621 eV
Highest occupied orbital energy = -9.72 eV

=====

(2)
C15H27F9NO4S | ωB97M-V/def2-TZVPD

Structure (XYZ):
```
57
Properties=species:S:1:pos:R:3
C 5.458 -1.101 -0.946
C 6.194 -1.643 0.306
C 6.465 -0.585 1.386
C 5.242 -0.314 2.297
C 5.726 0.312 3.610
O 4.364 0.556 1.537
S 2.805 0.387 1.958
O 2.401 -0.990 1.839
O 2.060 1.149 0.657
C 0.792 1.618 1.130
C -0.337 0.587 0.861
C -1.130 0.297 2.137
F -0.411 -0.332 3.055
F -1.419 1.521 2.668
C -2.510 -0.371 1.901
F -3.193 -0.393 3.019
F -3.195 0.467 1.056
C -2.498 -1.756 1.186
F -2.323 -1.545 -0.127
F -3.725 -2.261 1.348
C -1.520 -2.815 1.752
F -1.631 -2.909 3.034
F -1.847 -3.980 1.219
F -0.291 -2.580 1.387
H 5.032 -0.105 -0.791
H 4.629 -1.761 -1.229
H 6.113 -1.027 -1.821
H 5.567 -2.422 0.757
H 7.123 -2.119 -0.022
H 7.257 -0.921 2.067
H 6.776 0.377 0.959
H 4.806 -1.298 2.503
H 6.121 -0.506 4.226
H 6.559 1.003 3.447
H 4.924 0.782 4.189
H 0.904 1.832 2.202
H 0.530 2.576 0.674
H 0.142 -0.310 0.455
H -1.010 0.961 0.083
C -5.439 1.893 -2.019
C -4.031 1.329 -2.145
C -3.430 1.476 -3.543
O -4.008 0.524 -4.419
C -5.048 1.024 -5.269
N -4.087 -0.144 -1.859
H -6.168 1.305 -2.579
H -5.758 1.900 -0.975
H -5.473 2.918 -2.383
H -3.384 1.783 -1.395
H -2.363 1.236 -3.495
H -3.516 2.497 -3.917
H -4.922 2.084 -5.490
H -6.023 0.856 -4.806
H -5.014 0.464 -6.201
H -4.675 -0.384 -1.060
H -3.156 -0.537 -1.708
H -4.454 -0.608 -2.703
```

Properties
LUMO = -2.90 eV
Charge = +1
Total energy = -60958.38913 eV
Orbital gap = 8.901 eV
Highest occupied orbital energy = -11.80 eV

=====

(3)
C7H8O3 | ωB97M-V/def2-TZVPD

Structure (XYZ):
```
18
Properties=species:S:1:pos:R:3
C 3.247 0.242 -0.494
C 2.398 -0.870 -0.788
C 2.666 0.921 0.538
C 1.339 -0.742 0.074
C 0.011 -1.248 -0.135
C -2.793 0.000 0.930
C -1.870 0.581 -0.035
O -0.444 -2.240 -0.584
O 1.556 0.395 0.822
O -2.381 0.787 -1.317
H 4.173 0.464 -0.984
H 2.592 -1.532 -1.601
H 2.928 1.874 1.109
H -3.442 0.733 1.282
H -3.299 -0.938 0.676
H -2.268 -0.136 1.889
H -1.345 1.547 0.199
H -3.068 0.163 -1.581
```

Properties
LUMO (spin up / spin down) = 0.49 / 0.55 eV
Charge = 0
Total energy = -13526.37056 eV
Orbital gap (spin up / spin down) = 7.665 / 7.628 eV
Relative energy (zero: lowest compared OMol25 entry of this formula, charge and spin) = 4.8862 eV
Highest occupied orbital energy (spin up / spin down) = -7.18 / -7.08 eV

=====

(4)
C10H10N2 | ωB97M-V/def2-TZVPD

Structure (XYZ):
```
22
Properties=species:S:1:pos:R:3
C -1.356 -0.556 2.109
C 0.884 0.342 2.856
C 1.996 0.886 2.279
C 0.613 0.239 0.680
C 0.068 -0.017 -0.554
C -0.585 -1.205 -0.927
C -1.020 -1.495 -2.169
C -1.124 -0.459 -3.177
C -0.579 0.781 -2.887
C 0.001 1.011 -1.610
H -1.534 -1.637 2.375
H -2.024 -0.450 1.037
H -1.769 -0.107 3.083
H 0.716 0.074 3.766
H 2.843 1.228 2.693
H -0.548 -2.022 -0.269
H -1.506 -2.367 -2.364
H -1.550 -0.718 -4.167
H -0.448 1.407 -3.730
H 0.572 1.825 -1.298
N -0.087 -0.006 1.881
N 1.781 0.807 0.870
```

Properties
LUMO = 0.67 eV
SMILES string = Cn1ccnc1-c1ccccc1
Charge = 0
Total energy = -13510.07769 eV
Orbital gap = 9.006 eV
Relative energy (zero: lowest compared OMol25 entry of this formula, charge and spin) = 3.0176 eV
Highest occupied orbital energy = -8.33 eV

=====

(5)
C17H20N4O2 | ωB97M-V/def2-TZVPD

Structure (XYZ):
```
43
Properties=species:S:1:pos:R:3
C 6.192 2.218 -0.155
C 5.237 1.081 0.057
C 3.952 1.127 -0.442
C 3.101 0.046 -0.222
C 3.557 -1.081 0.507
C 4.851 -1.128 1.011
C 5.669 -0.045 0.776
H 6.681 -0.056 1.156
H 5.202 -1.985 1.566
N 2.546 -1.999 0.588
C 1.455 -1.503 -0.070
C 1.751 -0.239 -0.585
N 0.846 0.489 -1.288
C -0.304 -0.063 -1.446
N -0.681 -1.287 -0.988
C 0.168 -2.108 -0.232
O -0.201 -3.189 0.201
C -2.042 -1.741 -1.178
H -2.034 -2.832 -1.120
H -2.388 -1.422 -2.163
C -2.949 -1.182 -0.072
N -2.968 0.270 -0.134
C -3.040 0.928 1.153
C -4.402 0.679 1.840
H -4.726 1.579 2.385
O -5.385 0.310 0.894
C -5.307 1.092 -0.276
C -3.980 0.818 -1.026
H -4.144 0.115 -1.843
H -3.595 1.754 -1.447
H -5.391 2.158 -0.016
H -6.170 0.811 -0.882
H -4.350 -0.157 2.540
H -2.222 0.577 1.784
H -2.894 1.997 0.974
H -3.947 -1.627 -0.165
H -2.531 -1.489 0.889
H -1.055 0.482 -1.998
H 2.580 -2.897 1.041
H 3.596 1.980 -0.999
H 7.071 1.880 -0.704
H 5.721 3.020 -0.717
H 6.530 2.615 0.801
```

Properties
LUMO = 0.67 eV
SMILES string = Cc1ccc2[nH]c3c(=O)n(CCN4CCOCC4)cnc3c2c1
Charge = 0
Total energy = -28009.53760 eV
Orbital gap = 8.450 eV
Relative energy (zero: lowest compared OMol25 entry of this formula, charge and spin) = 1.5526 eV
Highest occupied orbital energy = -7.78 eV

=====

(6)
C4H14N2O | ωB97M-V/def2-TZVPD

Structure (XYZ):
```
21
Properties=species:S:1:pos:R:3
C 0.294 -0.478 2.794
N -0.488 -0.252 1.582
C -0.097 0.883 0.811
C -1.047 1.266 -0.309
C -1.602 0.034 -1.032
N -0.496 -0.635 -1.692
H 0.609 0.478 3.234
H 1.219 -0.983 2.508
H -0.295 -1.053 3.490
H -1.469 -0.195 1.828
H 0.104 1.776 1.440
H 0.890 0.665 0.390
H -1.877 1.823 0.141
H -0.519 1.899 -1.020
H -2.010 -0.583 -0.230
H -2.376 0.292 -1.748
H -0.708 -1.337 -2.391
H 0.088 -1.155 -1.038
H 2.782 -1.202 -2.584
H 2.522 -0.941 -1.115
O 2.900 -0.514 -1.908
```

Properties
LUMO (spin up / spin down) = 3.96 / 3.80 eV
Charge = -1
Total energy = -9400.95367 eV
Orbital gap (spin up / spin down) = 2.760 / 9.029 eV
2S+1 = 2
Relative energy (zero: lowest compared OMol25 entry of this formula, charge and spin) = 0.6295 eV
⟨S²⟩ = 0.750
Highest occupied orbital energy (spin up / spin down) = 1.20 / -5.23 eV

=====

(7)
C15H12AlF6N5O4S3 | ωB97M-V/def2-TZVPD

Structure (XYZ):
```
46
Properties=species:S:1:pos:R:3
Al 0.092 1.238 -0.551
F 0.100 4.434 -3.726
C 0.483 4.935 -2.576
F -0.561 5.202 -1.797
F 1.252 5.971 -2.731
S 1.480 3.610 -1.708
O 0.500 2.439 -1.765
O 2.702 3.343 -2.363
N 1.566 4.148 -0.250
S 1.209 3.487 1.096
O 2.137 3.645 2.140
O 0.821 2.029 0.847
C -0.468 4.162 1.565
F -0.839 3.558 2.670
F -1.303 3.812 0.548
F -0.455 5.450 1.705
N -2.872 -0.871 -2.459
C -2.339 -0.775 -1.248
S -2.095 0.866 -0.673
N -2.104 -1.864 -0.553
C -1.583 -2.103 0.773
C -1.095 -3.388 0.992
C -0.612 -3.744 2.241
C -0.618 -2.818 3.276
C -1.116 -1.543 3.054
C -1.604 -1.175 1.806
H -3.080 -0.030 -2.971
H -3.284 -1.725 -2.810
H -2.337 -2.727 -1.021
H -1.107 -4.121 0.186
H -0.241 -4.750 2.403
H -0.263 -3.102 4.260
H -1.153 -0.828 3.868
H -2.052 -0.201 1.677
N 2.583 -5.516 -0.255
C 2.339 -4.394 -0.355
C 1.986 -3.005 -0.453
C 2.093 -2.177 0.660
C 1.657 -0.878 0.565
N 1.133 -0.385 -0.579
C 1.096 -1.176 -1.679
C 1.512 -2.480 -1.655
H 2.508 -2.547 1.588
H 1.719 -0.198 1.403
H 0.735 -0.719 -2.594
H 1.480 -3.086 -2.551
```

Properties
LUMO = -7.49 eV
Charge = +2
Total energy = -86785.35338 eV
Orbital gap = 7.992 eV
Relative energy (zero: lowest compared OMol25 entry of this formula, charge and spin) = 0.2553 eV
Highest occupied orbital energy = -15.49 eV

=====

(8)
C4H7NO | ωB97M-V/def2-TZVPD

Structure (XYZ):
```
13
Properties=species:S:1:pos:R:3
O 0.659 0.126 1.546
C -0.350 0.576 0.858
C -0.578 1.847 0.427
C 1.290 -0.663 -0.383
C -0.059 -1.280 -0.436
N -1.073 -0.501 0.263
H -1.436 2.096 -0.201
H 0.025 2.671 0.786
H 2.065 -1.318 -0.809
H 1.539 0.369 -0.227
H -0.385 -1.487 -1.467
H 0.087 -2.273 0.016
H -1.783 -0.163 -0.373
```

Properties
LUMO (spin up / spin down) = -1.33 / -0.42 eV
Charge = 0
Total energy = -7794.85394 eV
Orbital gap (spin up / spin down) = 6.855 / 8.266 eV
Relative energy (zero: lowest compared OMol25 entry of this formula, charge and spin) = 4.7905 eV
Highest occupied orbital energy (spin up / spin down) = -8.19 / -8.69 eV

=====

(9)
C3H17FeN4O6 | ωB97M-V/def2-TZVPD

Structure (XYZ):
```
31
Properties=species:S:1:pos:R:3
Fe 0.074 4.226 -28.311
C -2.128 2.053 -28.705
O -1.069 2.801 -29.173
H -1.846 1.436 -27.836
H -3.012 2.691 -28.512
H -2.535 1.348 -29.449
C 1.006 5.446 -31.296
O 0.663 4.986 -30.206
N 1.742 6.599 -31.376
N 0.667 4.869 -32.477
H 2.207 6.934 -30.552
H 2.196 6.865 -32.233
H 0.760 5.416 -33.312
H 0.033 4.091 -32.403
C -0.415 3.077 -25.226
O -0.264 3.414 -26.403
N -0.640 1.783 -24.900
N -0.349 3.959 -24.189
H -0.519 1.369 -23.995
H -0.770 1.169 -25.687
H -0.203 4.933 -24.361
H -0.607 3.630 -23.277
O -1.537 5.452 -27.780
H -1.618 6.411 -27.836
H -2.365 5.140 -27.397
O 1.604 5.438 -27.402
H 1.294 6.093 -26.766
H 2.532 5.297 -27.185
O 1.715 2.839 -28.651
H 1.529 2.004 -29.098
H 2.662 2.985 -28.745
```

Properties
LUMO (spin up / spin down) = -2.97 / -2.98 eV
Charge = +1
Total energy = -56016.70623 eV
Orbital gap (spin up / spin down) = 7.347 / 7.255 eV
2S+1 = 5
Relative energy (zero: lowest compared OMol25 entry of this formula, charge and spin) = 0.0000 eV
⟨S²⟩ = 6.008
Highest occupied orbital energy (spin up / spin down) = -10.32 / -10.24 eV

=====

(10)
C48H30AsBrF9NPSW | ωB97M-V/def2-TZVPD

Structure (XYZ):
```
93
Properties=species:S:1:pos:R:3
W -0.311 0.567 -0.537
S -2.279 2.054 -0.449
C -3.753 1.238 0.075
C -4.824 2.023 0.502
C -6.014 1.422 0.876
C -6.160 0.040 0.831
C -5.102 -0.745 0.404
C -3.906 -0.143 0.029
As -2.389 -1.105 -0.621
C -2.638 -1.218 -2.537
C -3.560 -0.376 -3.152
C -3.667 -0.363 -4.536
C -2.863 -1.194 -5.304
C -1.947 -2.037 -4.689
C -1.824 -2.044 -3.309
C -2.701 -2.893 0.054
C -2.765 -3.116 1.427
C -3.039 -4.384 1.916
C -3.263 -5.437 1.040
C -3.232 -5.211 -0.328
C -2.957 -3.943 -0.822
H -4.719 3.100 0.540
H -6.838 2.040 1.210
H -7.093 -0.420 1.128
H -5.203 -1.823 0.365
H -4.196 0.270 -2.558
H -4.384 0.294 -5.012
H -2.952 -1.187 -6.383
H -1.321 -2.686 -5.288
H -1.086 -2.682 -2.839
H -2.649 -2.304 2.134
H -3.088 -4.541 2.986
H -3.475 -6.427 1.424
H -3.429 -6.020 -1.019
H -2.950 -3.788 -1.891
F -1.316 -1.036 4.664
C -0.954 -0.025 3.861
C -0.830 -0.269 2.506
C -0.457 0.755 1.645
C -0.190 2.028 2.186
C -0.321 2.213 3.559
F -0.054 3.410 4.114
C -0.710 1.210 4.422
C 0.282 3.045 1.248
C 0.527 4.384 1.548
C 1.059 5.219 0.589
C 1.367 4.714 -0.666
C 1.069 3.397 -0.922
N 0.519 2.580 -0.007
H -0.983 -1.274 2.155
H -0.802 1.387 5.484
H 0.304 4.757 2.533
H 1.245 6.260 0.823
H 1.811 5.324 -1.440
H 1.292 2.966 -1.885
F 5.161 -5.068 0.059
C 4.481 -3.937 0.104
C 5.137 -2.725 0.043
F 6.457 -2.678 -0.050
C 4.398 -1.557 0.094
F 5.096 -0.421 0.085
C 3.004 -1.539 0.176
P 2.235 0.135 0.128
C 2.776 0.830 1.715
C 3.080 2.172 1.930
C 3.346 2.636 3.210
C 3.288 1.775 4.294
C 2.962 0.440 4.093
C 2.711 -0.029 2.815
C 3.147 0.872 -1.281
C 2.874 0.333 -2.542
C 3.470 0.863 -3.676
C 4.348 1.933 -3.570
C 4.649 2.449 -2.319
C 4.060 1.919 -1.180
C 2.369 -2.780 0.296
Br 0.540 -3.003 0.662
C 3.103 -3.954 0.245
F 2.507 -5.137 0.351
H 3.082 2.885 1.118
H 3.587 3.682 3.358
H 3.491 2.142 5.292
H 2.904 -0.240 4.933
H 2.452 -1.073 2.681
H 2.189 -0.497 -2.639
H 3.249 0.433 -4.645
H 4.815 2.344 -4.456
H 5.361 3.258 -2.221
H 4.363 2.303 -0.220
F -0.810 2.404 -3.069
C -0.402 1.249 -2.632
F -0.083 0.540 -3.668
F 0.322 -0.962 -1.596
```

Properties
LUMO (spin up / spin down) = -3.11 / -4.35 eV
Charge = +1
Total energy = -229035.60080 eV
Orbital gap (spin up / spin down) = 7.083 / 6.012 eV
2S+1 = 3
Relative energy (zero: lowest compared OMol25 entry of this formula, charge and spin) = 0.1515 eV
⟨S²⟩ = 2.016
Highest occupied orbital energy (spin up / spin down) = -10.19 / -10.36 eV